This record from OMol25 describes a cluster of 10 separate species, C90H70O20 in total. The level of theory is ωB97M-V with the def2-TZVPD basis set.

Last column: Löwdin charge in e.
Element x y z (Å)
C -18.188 -14.160 23.588  -0.01
C -18.402 -13.911 22.192  -0.04
C -17.380 -14.001 21.299  0.02
C -16.095 -14.476 21.743  -0.08
C -15.840 -14.755 23.044  -0.10
C -16.936 -14.643 23.981  0.01
C -14.536 -15.284 23.533  -0.30
O -14.318 -15.508 24.705  0.10
C -13.482 -15.419 22.478  -0.06
C -12.185 -15.840 22.767  -0.01
C -11.155 -15.697 21.910  -0.06
C -11.337 -15.174 20.629  -0.02
C -12.617 -14.775 20.290  0.00
C -13.663 -14.874 21.212  -0.09
C -14.998 -14.417 20.747  -0.26
O -15.165 -13.960 19.607  0.05
H -18.963 -14.029 24.344  0.12
H -19.391 -13.711 21.823  0.09
H -17.515 -13.712 20.267  0.12
H -16.776 -14.865 25.012  0.11
H -12.004 -16.253 23.764  0.13
H -10.194 -16.112 22.178  0.11
H -10.561 -15.047 19.936  0.10
H -12.800 -14.436 19.291  0.09
C -18.842 -16.012 18.525  -0.03
C -17.529 -16.251 18.106  -0.04
C -16.694 -17.019 18.886  0.00
C -17.061 -17.423 20.193  -0.11
C -18.283 -17.080 20.623  -0.13
C -19.203 -16.466 19.801  0.01
C -18.776 -17.392 22.018  -0.26
O -19.806 -16.942 22.503  0.08
C -17.835 -18.162 22.872  -0.07
C -18.133 -18.298 24.245  0.01
C -17.419 -19.203 25.016  -0.07
C -16.358 -19.846 24.454  -0.08
C -15.839 -19.535 23.207  0.01
C -16.573 -18.629 22.414  -0.06
C -16.138 -18.262 21.025  -0.25
O -15.007 -18.508 20.590  0.08
H -19.492 -15.415 17.980  0.06
H -17.111 -15.914 17.143  0.12
H -15.638 -17.207 18.587  0.13
H -20.195 -16.239 20.141  0.11
H -19.007 -17.733 24.571  0.12
H -17.632 -19.430 26.008  0.09
H -15.793 -20.570 25.125  0.13
H -14.900 -19.978 22.962  0.11
C -15.390 -7.438 14.675  -0.08
C -14.693 -7.485 13.453  -0.05
C -14.219 -8.732 13.045  0.01
C -14.211 -9.814 13.966  -0.08
C -14.896 -9.740 15.175  -0.07
C -15.516 -8.504 15.512  -0.01
C -15.021 -10.876 16.128  -0.33
O -15.797 -10.877 17.037  0.10
C -14.122 -11.993 15.866  -0.07
C -14.104 -13.064 16.767  0.01
C -13.413 -14.245 16.488  -0.04
C -12.805 -14.376 15.252  -0.09
C -12.899 -13.405 14.342  -0.03
C -13.500 -12.154 14.593  -0.05
C -13.568 -11.091 13.545  -0.27
O -13.131 -11.285 12.411  0.09
H -15.856 -6.507 15.013  0.11
H -14.672 -6.589 12.764  0.13
H -13.834 -8.769 12.060  0.10
H -16.241 -8.474 16.364  0.14
H -14.693 -12.971 17.688  0.09
H -13.254 -15.019 17.272  0.11
H -12.398 -15.351 14.877  0.13
H -12.597 -13.581 13.318  0.12
C -13.274 -11.284 25.033  -0.06
C -14.271 -12.133 24.587  -0.03
C -15.373 -11.604 23.946  0.02
C -15.508 -10.207 23.879  -0.09
C -14.563 -9.371 24.441  -0.08
C -13.420 -9.929 24.997  -0.02
C -14.846 -7.884 24.433  -0.22
O -14.052 -7.099 24.969  0.09
C -16.006 -7.316 23.688  -0.11
C -16.187 -5.980 23.737  -0.02
C -17.277 -5.494 23.066  -0.07
C -18.219 -6.277 22.436  -0.05
C -18.077 -7.620 22.557  -0.01
C -16.961 -8.168 23.157  -0.07
C -16.677 -9.649 23.209  -0.23
O -17.459 -10.359 22.566  0.08
H -12.305 -11.640 25.460  0.13
H -14.045 -13.216 24.607  0.10
H -16.175 -12.196 23.541  0.09
H -12.751 -9.204 25.458  0.13
H -15.546 -5.328 24.243  0.11
H -17.377 -4.370 23.123  0.13
H -19.032 -5.737 21.949  0.12
H -18.813 -8.316 22.156  0.12
C -12.453 -3.957 21.739  -0.05
C -13.760 -3.682 21.273  -0.05
C -14.528 -4.735 20.914  -0.03
C -14.087 -6.060 21.011  -0.12
C -12.868 -6.317 21.523  -0.07
C -11.978 -5.242 21.788  0.01
C -12.316 -7.722 21.604  -0.29
O -11.218 -7.922 22.025  0.13
C -13.232 -8.855 21.260  -0.07
C -12.899 -10.229 21.607  0.01
C -13.692 -11.181 21.057  -0.07
C -14.760 -10.914 20.173  -0.01
C -15.025 -9.570 19.859  0.01
C -14.338 -8.548 20.528  -0.09
C -14.899 -7.152 20.442  -0.26
O -15.996 -6.884 19.958  0.09
H -11.816 -3.140 21.960  0.09
H -14.097 -2.673 21.110  0.11
H -15.461 -4.573 20.369  0.13
H -10.980 -5.428 22.153  0.12
H -11.949 -10.495 22.114  0.14
H -13.392 -12.190 21.328  0.10
H -15.317 -11.727 19.692  0.08
H -15.908 -9.325 19.278  0.11
O -24.953 -15.595 19.565  0.13
C -24.332 -16.199 18.775  -0.44
O -22.930 -16.218 18.937  -0.03
C -22.386 -16.958 17.791  -0.14
C -23.378 -16.800 16.634  -0.14
C -24.698 -16.900 17.427  -0.06
H -22.333 -18.014 18.117  0.13
H -21.389 -16.671 17.632  0.08
H -23.279 -17.522 15.869  0.10
H -23.239 -15.824 16.108  0.12
H -24.957 -17.969 17.542  0.13
H -25.510 -16.408 16.959  0.10
O -19.527 -14.966 15.636  0.13
C -19.239 -13.980 15.066  -0.50
O -17.968 -13.681 14.658  0.01
C -17.838 -12.298 14.243  -0.11
C -19.305 -11.781 14.042  -0.11
C -20.157 -12.812 14.846  -0.07
H -17.295 -12.254 13.350  0.10
H -17.382 -11.858 15.149  0.12
H -19.677 -11.868 13.021  0.11
H -19.463 -10.802 14.496  0.11
H -21.031 -13.122 14.225  0.13
H -20.627 -12.493 15.802  0.11
O -21.809 -10.023 17.294  0.10
C -22.602 -10.912 17.553  -0.46
O -22.841 -11.923 16.699  0.02
C -23.666 -12.939 17.264  -0.15
C -24.432 -12.166 18.321  -0.13
C -23.360 -11.210 18.832  -0.06
H -23.175 -13.812 17.724  0.12
H -24.389 -13.238 16.534  0.12
H -24.858 -12.818 19.132  0.13
H -25.196 -11.558 17.867  0.12
H -22.583 -11.634 19.537  0.12
H -23.718 -10.325 19.231  0.10
O -20.824 -13.318 19.639  0.06
C -20.181 -12.289 19.440  -0.48
O -19.508 -12.047 18.342  0.03
C -18.621 -10.946 18.526  -0.13
C -19.252 -10.058 19.582  -0.13
C -20.046 -11.057 20.400  -0.05
H -18.440 -10.497 17.514  0.14
H -17.660 -11.439 18.813  0.12
H -19.869 -9.359 19.133  0.09
H -18.502 -9.540 20.198  0.10
H -20.975 -10.737 20.878  0.13
H -19.422 -11.382 21.251  0.10
O -22.019 -12.341 23.669  0.11
C -22.390 -13.450 23.486  -0.47
O -22.787 -14.273 24.483  0.01
C -23.203 -15.587 24.028  -0.13
C -23.192 -15.591 22.497  -0.14
C -22.525 -14.244 22.132  -0.05
H -24.186 -15.712 24.411  0.11
H -22.493 -16.310 24.462  0.13
H -24.204 -15.698 22.105  0.10
H -22.624 -16.446 22.099  0.11
H -23.110 -13.646 21.365  0.13
H -21.585 -14.313 21.657  0.06

Output
Structure (SMILES)   O=C1c2ccccc2C(=O)c2ccccc21.O=C1c2ccccc2C(=O)c2ccccc21.O=C1c2ccccc2C(=O)c2ccccc21.O=C1c2ccccc2C(=O)c2ccccc21.O=C1c2ccccc2C(=O)c2ccccc21.O=C1CCCO1.O=C1CCCO1.O=C1CCCO1.O=C1CCCO1.O=C1CCCO1
LUMO level   -1.32 eV
Strongest force on any atom   3.75 eV/A
HOMO level   -9.29 eV
HOMO-LUMO gap   0.293 Eh